1.
A cluster of 2 separate species, C4H13N3 in total at a distorted geometry. Source: OMol25; level of theory: the ωB97M-V functional and the def2-TZVPD basis.

LUMO level (alpha / beta)	0.9 / 0.9	eV
frontier orbital gap (alpha / beta)	8.3 / 7.7	eV
HOMO (alpha / beta)	-7.39 / -6.79	eV

```
! wB97M-V def2-TZVPD RIJCOSX def2/J DEFGRID3
* xyz 0 1
C 1.443 0.758 -2.090
C 0.539 -1.319 -1.368
C -1.860 -0.548 1.040
C -0.003 0.450 2.316
N -0.396 0.954 -0.024
N 1.175 -0.099 -0.979
N -0.736 0.348 1.078
H 1.924 1.669 -1.733
H 2.130 0.257 -2.785
H 0.539 1.029 -2.655
H -0.325 -1.169 -2.031
H 1.264 -1.950 -1.900
H 0.222 -1.855 -0.474
H -2.642 -0.198 1.720
H -2.250 -0.567 0.024
H -1.573 -1.561 1.335
H -0.480 1.172 2.988
H 0.034 -0.519 2.814
H 1.017 0.773 2.103
H 0.268 1.705 0.158
*
```

---

2.
A cluster of 2 separate species, C4H13N3 in total at a distorted geometry. Source: OMol25; level of theory: the ωB97M-V functional and the def2-TZVPD basis.

LUMO level	1.2	eV
SMILES string	N/C=N/N.CCC
frontier orbital gap	9.3	eV
HOMO	-8.17	eV

```
! wB97M-V def2-TZVPD RIJCOSX def2/J DEFGRID3
* xyz 0 1
C 1.049 0.852 -0.550
C 1.552 0.162 0.672
C 1.355 0.139 -1.857
H 1.371 1.898 -0.588
H -0.156 0.780 -0.429
H 2.491 -0.363 0.524
H 1.648 0.837 1.522
H 0.937 0.682 -2.702
H 0.902 -0.848 -1.850
H 2.434 0.035 -2.002
H 0.705 -0.550 1.009
N -1.446 0.190 2.368
N -1.718 -1.199 -0.909
C -1.633 -0.269 0.135
N -1.201 -0.657 1.299
H -0.788 -0.013 3.110
H -1.402 1.184 2.135
H -1.146 -2.017 -0.748
H -2.665 -1.443 -1.167
H -2.289 0.600 0.027
*
```

---

3.
The ion C4H13N3 with charge +2 at a distorted geometry. Source: OMol25; level of theory: the ωB97M-V functional and the def2-TZVPD basis.

LUMO level	-8.3	eV
SMILES string	CC(C)=[NH+]C[NH2+]N
frontier orbital gap	11.7	eV
HOMO	-19.95	eV

```
! wB97M-V def2-TZVPD RIJCOSX def2/J DEFGRID3
* xyz 2 1
C -0.902 0.874 -0.181
C 1.303 -0.082 -0.064
C 2.236 -1.540 0.031
C 1.960 1.200 0.179
N 0.045 -0.199 -0.243
N -2.323 0.363 -0.473
N -2.606 -0.820 0.312
H -0.978 1.354 0.781
H -0.546 1.647 -1.042
H 1.443 -2.340 -0.182
H 2.478 -1.641 1.024
H 3.136 -1.546 -0.500
H 2.639 1.420 -0.629
H 2.622 1.202 1.035
H 1.224 2.028 0.355
H -0.238 -1.124 -0.073
H -3.143 1.043 -0.370
H -2.380 0.107 -1.514
H -3.569 -1.194 0.226
H -2.400 -0.753 1.328
*
```

---

4.
The ion C4H13N3 with charge +2 at a distorted geometry. Source: OMol25; level of theory: the ωB97M-V functional and the def2-TZVPD basis.

LUMO level	-9.1	eV
SMILES string	CCC/[N+]([NH3+])=C/N
frontier orbital gap	10.1	eV
HOMO	-19.20	eV

```
! wB97M-V def2-TZVPD RIJCOSX def2/J DEFGRID3
* xyz 2 1
C -0.434 -2.002 -0.909
C 0.673 2.235 0.641
C 1.522 1.088 0.092
C 1.060 -0.325 0.478
N -1.554 -2.426 -1.353
N -0.220 -0.645 -0.128
N -1.307 0.107 0.373
H 0.513 -2.484 -1.109
H 1.278 3.144 0.607
H -0.195 2.493 0.024
H 0.424 2.107 1.695
H 2.533 1.186 0.491
H 1.599 1.164 -0.993
H 1.803 -1.041 0.127
H 0.994 -0.420 1.566
H -1.572 -3.280 -1.916
H -2.468 -2.005 -1.213
H -2.101 0.218 -0.277
H -0.888 1.106 0.509
H -1.660 -0.219 1.294
*
```

---

5.
A structure of composition C4H13N3 at a distorted geometry. Source: OMol25; level of theory: the ωB97M-V functional and the def2-TZVPD basis.

LUMO level (alpha / beta)	-8.8 / -11.7	eV
⟨S²⟩	2.008
frontier orbital gap (alpha / beta)	8.5 / 8.6	eV
HOMO (alpha / beta)	-17.29 / -20.30	eV

```
! wB97M-V def2-TZVPD RIJCOSX def2/J DEFGRID3
* xyz 2 3
C 0.995 -2.799 -1.146
C -0.486 -1.211 -0.009
C 0.925 2.148 1.023
C 0.382 0.791 1.283
N 0.326 -1.770 -1.163
N -1.625 1.182 -0.442
N -0.253 0.139 0.136
H 1.255 -3.184 -0.173
H 1.402 -3.096 -2.087
H -1.577 -1.463 -0.336
H -0.369 -1.900 0.743
H 1.081 2.159 -0.040
H 0.275 2.933 1.127
H 1.850 2.307 1.478
H -0.275 0.757 2.122
H 1.229 0.005 1.560
H 0.159 -1.280 -2.135
H -1.064 1.971 -0.313
H -1.559 0.840 -1.398
H -2.671 1.471 -0.226
*
```

---

6.
A cluster of 2 separate species, C4H13N3O in total at a distorted geometry. Source: OMol25; level of theory: the ωB97M-V functional and the def2-TZVPD basis.

LUMO level	0.6	eV
SMILES string	N=C(N)N.CC(C)O
frontier orbital gap	9.7	eV
HOMO	-9.06	eV

```
! wB97M-V def2-TZVPD RIJCOSX def2/J DEFGRID3
* xyz 0 1
N -1.296 -1.889 1.059
C -0.662 -2.890 0.328
N 0.571 -2.465 -0.136
N -1.180 -4.009 -0.017
H -2.103 -2.212 1.599
H -0.702 -1.300 1.583
H 1.013 -1.651 0.271
H 1.173 -3.156 -0.566
H -2.126 -4.115 0.337
C -0.611 1.570 -0.962
C 0.836 1.885 -0.655
C 1.042 2.065 0.863
O 1.267 3.140 -1.218
H -0.901 1.602 -2.031
H -1.222 2.320 -0.402
H -0.837 0.506 -0.526
H 1.435 1.083 -1.020
H 0.739 1.205 1.414
H 0.500 2.950 1.172
H 2.100 2.237 1.050
H 0.963 3.123 -2.143
*
```

---

7.
A structure of composition C4H13N3O at a distorted geometry. Source: OMol25; level of theory: the ωB97M-V functional and the def2-TZVPD basis.

LUMO level	0.8	eV
frontier orbital gap	8.1	eV
HOMO	-7.31	eV

```
! wB97M-V def2-TZVPD RIJCOSX def2/J DEFGRID3
* xyz 0 1
C -0.478 1.013 -1.010
C -1.883 0.492 -1.086
C 0.033 1.704 0.110
O 0.034 1.262 -2.270
H 0.877 1.724 -2.189
H 0.270 -0.403 -0.691
H -2.581 1.310 -1.288
H 0.666 2.567 -0.088
H -0.668 1.879 0.922
H -2.158 0.015 -0.146
H -1.982 -0.244 -1.884
H 0.894 0.809 0.669
N 1.037 -0.705 2.283
N 0.034 -2.202 0.378
C 0.948 -1.156 -0.022
N 1.477 -0.349 0.978
H 1.486 -0.069 2.930
H 0.024 -0.630 2.392
H 0.425 -2.749 1.137
H -0.193 -2.812 -0.396
H 1.737 -1.454 -0.728
*
```

---

8.
The molecule C4H13N3O at a distorted geometry. Source: OMol25; level of theory: the ωB97M-V functional and the def2-TZVPD basis.

LUMO level	0.9	eV
SMILES string	NCN[C@@H](CN)CO
frontier orbital gap	9.5	eV
HOMO	-8.55	eV

```
! wB97M-V def2-TZVPD RIJCOSX def2/J DEFGRID3
* xyz 0 1
C 0.316 0.006 1.658
N 0.335 1.283 2.451
C -0.169 0.243 0.153
C 0.472 1.453 -0.472
O -0.143 2.631 -0.061
N 0.291 -1.057 -0.508
C -0.738 -1.640 -1.372
N -0.305 -2.886 -1.941
H 1.288 -0.497 1.814
H -0.515 -0.708 2.019
H -0.593 1.411 2.935
H 1.042 1.327 3.104
H -1.297 0.253 0.178
H 1.538 1.583 -0.487
H 0.164 1.530 -1.587
H -0.652 2.356 0.747
H 1.234 -1.043 -0.854
H -1.693 -1.940 -0.793
H -1.181 -0.936 -2.044
H -0.132 -2.746 -2.948
H 0.404 -3.386 -1.416
*
```

---

9.
A cluster of 2 separate species, C4H13N3O in total at a distorted geometry. Source: OMol25; level of theory: the ωB97M-V functional and the def2-TZVPD basis.

LUMO level	0.7	eV
SMILES string	[H]/N=C\NCCCN.O
frontier orbital gap	9.9	eV
HOMO	-9.15	eV

```
! wB97M-V def2-TZVPD RIJCOSX def2/J DEFGRID3
* xyz 0 1
C -1.339 0.428 -1.743
C 0.062 -0.304 -1.773
C 0.837 -0.508 -0.507
N 2.448 -0.704 1.884
C 2.099 0.405 1.391
N 1.669 0.601 0.089
N -2.288 -0.305 -0.934
H -1.117 1.481 -1.029
H -1.875 0.538 -2.708
H 0.721 0.274 -2.537
H -0.163 -1.329 -2.184
H 0.081 -0.911 0.309
H 1.553 -1.403 -0.578
H 2.416 -1.575 1.410
H 2.137 1.267 1.900
H 1.459 1.579 -0.040
H -2.792 -0.933 -1.560
H -1.802 -0.918 -0.281
H -1.870 1.231 1.536
H -2.966 0.249 0.968
O -2.318 0.397 1.664
*
```

---

10.
A cluster of 2 separate species, C4H13N3O in total at a distorted geometry. Source: OMol25; level of theory: the ωB97M-V functional and the def2-TZVPD basis.

LUMO level	0.6	eV
SMILES string	[H]/N=C(\N)NCCC.O
frontier orbital gap	9.8	eV
HOMO	-9.20	eV

```
! wB97M-V def2-TZVPD RIJCOSX def2/J DEFGRID3
* xyz 0 1
C 1.975 2.791 -0.585
C 0.602 2.051 -0.528
C 0.694 0.540 -0.592
N 0.789 -0.067 0.756
C 0.231 -1.380 0.857
N -1.101 -1.308 1.168
N 1.040 -2.355 0.851
H 1.841 3.648 -1.244
H 2.320 3.011 0.416
H 2.717 2.221 -1.147
H 0.197 2.352 0.419
H 0.011 2.435 -1.355
H 1.494 0.086 -1.171
H -0.231 0.200 -1.059
H 1.742 -0.118 1.047
H -1.509 -0.396 1.041
H -1.708 -2.091 1.305
H 0.671 -3.296 0.960
H -2.768 -1.027 -0.846
H -3.215 0.337 -1.599
O -3.383 -0.582 -1.407
*
```

---

Calculated energy above the lowest of the compared OMol25 structures with the same formula, charge and spin (kcal/mol), listed in the same order as above: 96.72 52.07 99.56 95.81 33.41 23.40 110.56 71.09 70.19 35.01
Calculated energy (hartree), listed in the same order as above: -324.320800 -324.391955 -323.734329 -323.740304 -323.589728 -399.709996 -399.571099 -399.633994 -399.635432 -399.691490